No. 1
Below is a structure of composition C36H25N5O3TeTi at a distorted geometry, with properties calculated with ωB97M-V with the def2-TZVPD basis set.

As for the total energy: -3003.75397 Ha. The spin multiplicity is 2. The value obtained for the highest occupied orbital energy (spin up / spin down) is -9.8 / -9.9 eV. Its molar mass is 751.10 u. As for the total charge: +1. As for the expectation value of S²: 0.766.

Last column: Mulliken spin population.
Atoms and positions in Å:
Ti  -1.765490  -0.287545  0.342622  0.917
O  0.739186  0.879469  1.596900  0.020
C  -0.121194  0.069737  1.874278  0.019
O  -0.321015  -1.082369  1.296944  0.001
C  -1.255661  0.330839  2.843493  0.021
C  -1.108340  0.659071  4.188629  -0.008
C  -2.217871  0.610811  4.990890  0.011
C  -3.452494  0.187123  4.458856  -0.006
C  -4.607958  0.014624  5.253304  0.003
C  -5.757901  -0.480589  4.707666  -0.002
C  -5.803057  -0.832707  3.344592  0.005
C  -4.709454  -0.659650  2.541452  0.006
C  -3.520785  -0.132111  3.076815  0.010
N  -2.420167  0.006979  2.275780  0.013
H  -0.128542  0.910376  4.568657  0.000
H  -2.149462  0.849574  6.044788  0.000
H  -4.557038  0.267647  6.304858  0.000
H  -6.634968  -0.620235  5.324735  0.000
H  -6.711701  -1.245745  2.926463  0.000
H  -4.719723  -0.950057  1.498890  0.007
C  10.801519  0.703796  -1.040761  0.000
O  10.002288  -0.454945  -1.211762  0.000
C  8.696338  -0.296663  -1.488956  0.000
C  7.945353  -1.468875  -1.625495  0.000
C  6.595508  -1.403155  -1.870600  0.000
C  5.946645  -0.166156  -1.982646  0.000
C  6.709215  0.994879  -1.892815  0.000
C  8.070093  0.937866  -1.647818  0.000
C  4.493365  -0.140313  -2.064493  0.002
N  3.725790  -1.211956  -2.067267  -0.001
C  2.450205  -0.762178  -1.949673  0.003
C  2.424964  0.626607  -1.883072  -0.002
N  3.738369  1.001565  -1.976205  -0.001
C  1.252821  1.377604  -1.604501  -0.004
C  1.123146  2.770311  -1.560589  0.017
C  -0.052585  3.328353  -1.101833  0.005
C  -1.078212  2.505363  -0.662371  0.021
N  -1.004323  1.180727  -0.748749  -0.033
C  0.117360  0.609688  -1.266090  0.020
C  0.104297  -0.816200  -1.416062  -0.020
N  -1.065091  -1.444594  -1.119210  -0.046
C  -1.146102  -2.758800  -1.276540  0.048
C  -0.073744  -3.519464  -1.729246  -0.014
C  1.140141  -2.910692  -1.969604  0.038
C  1.251736  -1.527185  -1.810340  -0.009
H  11.798355  0.344819  -0.804201  0.000
H  10.439144  1.321575  -0.215424  0.000
H  10.837153  1.300418  -1.955143  0.000
H  8.451390  -2.419040  -1.520277  0.000
H  6.005493  -2.302753  -1.972166  0.000
H  6.258709  1.972101  -2.022887  0.000
H  8.633376  1.856657  -1.573939  0.000
H  4.089413  1.942162  -1.952305  0.000
H  1.934990  3.408052  -1.885226  0.000
H  -0.175748  4.400322  -1.052583  0.001
H  -1.994375  2.902730  -0.245658  0.003
H  -2.106292  -3.200494  -1.041873  0.003
H  -0.192065  -4.584386  -1.866190  0.000
H  2.004438  -3.483331  -2.277754  0.000
Te  -3.830547  -0.146790  -1.308351  -0.062
C  -5.942155  0.009490  -0.928833  0.015
C  -6.522338  0.700076  0.126154  0.002
C  -7.905193  0.744499  0.251044  0.003
C  -8.715493  0.129466  -0.690973  -0.004
C  -8.137937  -0.526616  -1.768699  0.002
C  -6.758541  -0.591851  -1.883533  -0.007
H  -5.910063  1.223745  0.846929  0.000
H  -8.351434  1.274068  1.083955  0.000
H  -9.792114  0.171291  -0.591800  0.000
H  -8.759772  -0.986807  -2.525592  0.000
H  -6.303844  -1.110237  -2.718594  0.001

Cartesian forces (eV/Å) of the 2 atoms listed first:
Ti -3.498 0.236 -0.453
O 0.089 -0.070 0.401

=====

No. 2
Below is a structure of composition C36H26AsAuN6OSSe at a distorted geometry, with properties calculated with ωB97M-V with the def2-TZVPD basis set.

As for the total energy: -6961.79748 Ha. The spin multiplicity is 1. The value obtained for the highest occupied orbital energy (spin up / spin down) is -13.7 / -13.7 eV. Its molar mass is 941.56 u. As for the total charge: +2.

Last column: Löwdin charge in e.
Atoms and positions in Å:
Au  -0.333045  -1.427823  -0.712810  0.793
Se  2.534681  -3.357391  -7.795859  1.244
N  1.321546  -4.051902  -6.747717  -0.229
C  1.306662  -3.406322  -5.595822  -0.324
C  0.438532  -3.698787  -4.491405  -0.060
C  -0.440002  -4.788035  -4.486003  0.057
C  -1.193711  -5.031152  -3.358818  0.010
C  -1.085013  -4.150682  -2.286299  -0.146
N  -0.296586  -3.094824  -2.294234  0.000
C  0.490204  -2.864060  -3.354554  -0.140
C  1.452199  -1.792905  -3.263025  -0.141
N  1.503751  -1.089863  -2.122120  0.023
C  2.460316  -0.201566  -1.958582  -0.107
C  3.403602  0.096646  -2.937761  0.008
C  3.350010  -0.577226  -4.139123  0.055
C  2.368259  -1.557161  -4.311990  -0.063
C  2.260914  -2.344438  -5.505861  -0.327
N  3.002293  -2.182768  -6.585715  -0.228
H  -0.488253  -5.420160  -5.357982  0.134
H  -1.857236  -5.876627  -3.291595  0.126
H  -1.658305  -4.315478  -1.384213  0.055
H  2.486884  0.291889  -1.001045  0.083
H  4.158205  0.843209  -2.749875  0.124
H  4.045354  -0.393710  -4.944124  0.134
S  -2.708941  -2.302307  -0.262300  0.785
C  -3.062119  -1.897553  1.369085  -0.685
C  -4.192424  -2.501669  1.950956  -0.098
C  -4.589754  -2.143513  3.217452  -0.044
C  -3.877198  -1.175610  3.925335  -0.036
C  -2.750178  -0.594879  3.363135  -0.087
C  -2.307309  -0.962679  2.099527  -0.406
As  -0.804566  -0.025353  1.297736  1.302
C  -1.800737  1.636040  1.228757  -0.372
C  -1.743072  2.575165  2.248508  -0.086
C  -2.536829  3.709202  2.181880  -0.044
C  -3.399806  3.890461  1.115181  -0.047
C  -3.465419  2.946403  0.101530  -0.055
C  -2.665822  1.819186  0.157461  -0.133
C  0.334467  0.004210  2.878862  -0.362
C  0.972803  1.144948  3.358780  -0.126
C  1.600135  1.118426  4.594307  -0.044
C  1.623911  -0.047398  5.340185  -0.039
C  1.055463  -1.206100  4.834785  -0.045
C  0.415523  -1.183767  3.607145  -0.105
H  -4.741458  -3.232822  1.374979  0.111
H  -5.463081  -2.603296  3.654932  0.123
H  -4.205297  -0.884792  4.912292  0.119
H  -2.198778  0.150266  3.930099  0.116
H  -1.098739  2.426926  3.105499  0.091
H  -2.478476  4.443039  2.971221  0.119
H  -4.029781  4.764740  1.080777  0.117
H  -4.141269  3.092910  -0.726745  0.117
H  -2.706411  1.073804  -0.633327  0.098
H  0.965820  2.061803  2.779992  0.093
H  2.049310  2.019735  4.976588  0.120
H  2.087720  -0.053458  6.314376  0.121
H  1.091166  -2.121053  5.409584  0.121
H  -0.043391  -2.091386  3.222429  0.114
N  4.044957  2.443085  1.548878  0.188
C  3.465056  3.495195  0.936465  -0.508
O  3.898984  4.619750  1.008419  0.098
C  2.208485  3.222416  0.147779  -0.094
C  1.723112  4.234341  -0.680753  0.037
C  0.564680  4.021366  -1.407878  -0.001
C  -0.069148  2.794124  -1.288376  -0.120
N  0.376068  1.836165  -0.489145  -0.013
C  1.484310  2.039471  0.208532  -0.178
H  4.907588  2.617723  2.041767  0.128
H  3.760979  1.487016  1.444645  0.089
H  2.262090  5.169320  -0.727974  0.134
H  0.164636  4.784511  -2.057191  0.120
H  -0.973354  2.572416  -1.838473  0.113
H  1.764832  1.204607  0.848837  0.075

Cartesian forces (eV/Å) of the 2 atoms listed first:
Au -1.432 -1.432 -0.533
Se -0.018 0.053 0.231

=====

No. 3
Below is a structure of composition C36H26AsMoN6S, with properties calculated with ωB97M-V with the def2-TZVPD basis set.

As for the total energy: -4417.17320 Ha. The spin multiplicity is 3. The value obtained for the highest occupied orbital energy (spin up / spin down) is -14.8 / -15.3 eV. Its molar mass is 745.58 u. As for the total charge: +3. As for the expectation value of S²: 2.022.

Last column: Mulliken spin population.
Atoms and positions in Å:
Mo  -0.251199  -0.439436  -0.060186  0.799
C  0.231713  -2.192266  -4.108619  0.014
C  -0.327237  -1.853936  -2.880041  0.008
N  0.436145  -1.390301  -1.890646  0.023
C  1.770266  -1.337041  -2.113941  -0.042
C  2.289743  -1.642170  -3.357236  0.010
N  1.525558  -2.056941  -4.361623  -0.007
C  2.550587  -1.041202  -0.909951  0.045
C  3.932365  -1.044274  -0.821454  -0.005
C  4.557187  -0.889492  0.412875  0.007
C  3.742185  -0.763474  1.536457  -0.009
C  2.368093  -0.766594  1.396880  0.021
N  1.777451  -0.868584  0.186416  -0.010
C  1.392169  -0.750168  2.492212  -0.006
C  1.696750  -0.846237  3.839594  -0.006
N  0.758982  -0.955697  4.769406  0.021
C  -0.499660  -0.990467  4.345456  -0.010
C  -0.833879  -0.879485  3.002828  0.010
N  0.113420  -0.738187  2.071359  -0.034
C  6.053718  -0.901623  0.535614  -0.037
C  6.863924  -0.783942  -0.598342  0.081
C  8.251167  -0.802626  -0.484619  -0.003
N  8.660166  -0.936546  0.746169  0.815
C  8.056009  -1.054855  1.895426  -0.004
C  6.668474  -1.034101  1.785214  0.081
H  -0.394339  -2.583756  -4.901209  0.000
H  -1.379401  -1.965983  -2.673685  -0.018
H  3.352681  -1.570395  -3.553409  0.000
H  4.494796  -1.212063  -1.726775  0.000
H  4.149444  -0.665926  2.530581  -0.001
H  2.724867  -0.851685  4.180653  0.000
H  -1.275962  -1.107649  5.091195  0.000
H  -1.862524  -0.913575  2.675932  0.023
H  6.471286  -0.656605  -1.596168  0.011
H  8.957485  -0.712713  -1.302490  0.031
H  8.619203  -1.163345  2.815747  0.031
H  6.119341  -1.144744  2.708222  0.011
S  -1.726619  -2.251186  0.076288  0.158
C  -3.328871  -1.675934  0.602349  -0.024
C  -4.302366  -2.647365  0.837858  0.029
C  -5.581992  -2.269530  1.212930  -0.013
C  -5.917100  -0.926425  1.360119  0.024
C  -4.962078  0.048493  1.129664  -0.005
C  -3.676591  -0.330536  0.748076  0.030
As  -2.284254  0.929290  0.461309  -0.048
C  -2.977442  2.689341  0.680312  -0.007
C  -3.000587  3.216523  1.968830  0.001
C  -3.574566  4.461784  2.176627  0.000
C  -4.106884  5.166997  1.105109  0.000
C  -4.072254  4.634718  -0.176734  0.000
C  -3.506829  3.387105  -0.399827  -0.002
C  -1.851555  0.781336  -1.456273  -0.019
C  -2.771501  0.306206  -2.398907  -0.001
C  -2.543320  0.537003  -3.742008  0.005
C  -1.389745  1.212071  -4.156170  -0.004
C  -0.463719  1.672308  -3.233571  0.019
C  -0.706070  1.468323  -1.878399  0.005
H  -4.053406  -3.695256  0.726144  -0.001
H  -6.327110  -3.032671  1.395186  0.000
H  -6.919201  -0.643440  1.651896  0.001
H  -5.212569  1.096222  1.242941  0.001
H  -2.584383  2.672244  2.808015  0.000
H  -3.604608  4.881639  3.172900  0.000
H  -4.553159  6.138416  1.270452  0.000
H  -4.491080  5.188582  -1.006070  0.000
H  -3.492559  2.973651  -1.399484  0.001
H  -3.661474  -0.217307  -2.069183  -0.002
H  -3.264306  0.203389  -4.477464  0.000
H  -1.226462  1.391502  -5.211428  0.000
H  0.412820  2.215638  -3.560760  0.000
H  -0.039166  1.924950  -1.138544  -0.001

Cartesian forces (eV/Å) of the 2 atoms listed first:
Mo -0.674 0.074 -0.112
C 0.030 -0.049 -0.082